DFT (ωB97M-V/def2-TZVPD) results for a cluster of 3 separate species, C4H12O3 in total at a distorted geometry.

```
19
C4H12O3 | OMol25 | ωB97M-V/def2-TZVPD
C 0.201 0.493 0.197
C -1.250 0.804 -0.009
C -1.979 -0.385 -0.645
C -1.615 2.145 -0.664
O 1.015 0.307 -0.796
H 0.595 0.776 1.195
H -1.750 0.993 0.959
H -3.009 -0.125 -0.904
H -2.048 -1.279 -0.017
H -1.484 -0.749 -1.552
H -2.689 2.304 -0.802
H -1.150 2.346 -1.641
H -1.333 2.995 -0.036
H 4.133 -1.871 2.464
H 2.845 -1.544 1.654
O 3.182 -1.660 2.525
H 1.775 -2.512 -0.560
H 2.007 -1.106 -0.776
O 2.553 -1.932 -0.591
```

Summary:
E	-385.29830	hartree
LUMO energy (alpha / beta)	3.95 / 3.92	eV
multiplicity	2
net charge	-1
energy above the lowest of the compared OMol25 structures with the same formula, charge and spin	0.0000	eV
largest force on an atom	2.16	eV/A
highest occupied orbital energy (alpha / beta)	-0.55 / -3.82	eV
frontier orbital gap (alpha / beta)	0.16509 / 0.28435	Eh